No. 1
10
Properties=species:S:1:pos:R:3:forces:R:3:nbo_charge:R:1 method="wB97M-V/def2-TZVPD" gap_ev="5.85 / 6.50" multiplicity=3 e_homo_ev="-5.17 / -9.17" e_tot_ev=-26320.24911 relative_energy_kj_mol=178.3
C 0.343491 1.858815 -0.367211 -0.335 0.791 -0.515 -0.7814
N -1.755393 -1.859871 0.340023 -0.670 0.836 0.563 -0.8346
O 0.797309 -2.025284 0.083431 -0.782 -0.810 0.498 -0.8768
S -0.524636 -1.103183 -0.238225 -0.986 -4.007 -4.339 0.9559
S 0.037573 0.609082 0.960804 0.777 4.561 3.032 -0.0286
H -0.556420 2.606168 -0.675016 2.115 -1.874 1.185 0.2404
H 0.695595 1.359752 -1.318372 -0.268 0.566 0.971 0.2092
H 1.215792 2.405824 0.154775 -1.445 -0.503 -1.228 0.2500
H -1.811219 -2.320746 1.245132 0.564 -0.181 -0.042 0.3782
H 1.557908 -1.530556 -0.185340 1.029 0.621 -0.125 0.4877

---

No. 2
52
Properties=species:S:1:pos:R:3:forces:R:3:nbo_charge:R:1 method="wB97M-V/def2-TZVPD" gap_ev=9.67 smiles="CCN[Si@H](CC)S(=O)(=O)C(F)(F)C(F)(F)F.CCCC#N.CCCC#N" e_homo_ev=-9.71 e_tot_ev=-55802.41366
C 3.708395 -0.532764 -0.204970 -0.670 -1.030 -0.147 -0.6539
C 2.593836 -0.692041 0.930311 1.946 0.087 0.962 -0.2377
N 1.539085 0.368122 0.934149 -1.224 -1.169 -1.421 -1.0266
Si 0.729770 0.566264 -0.631637 1.123 3.363 1.937 1.3341
C -0.424980 2.118577 -0.681010 -0.522 -0.256 0.217 -0.8761
C -1.624788 2.056054 0.377294 -0.315 0.670 -1.035 -0.6382
S -0.242183 -1.240731 -1.391878 1.825 -2.114 -6.508 1.5760
O 0.885139 -2.100770 -1.949324 -2.144 1.604 2.716 -0.8981
O -1.105522 -0.860999 -2.560765 0.381 -0.296 3.255 -0.8844
C -1.082973 -2.294731 -0.100204 0.269 -1.949 1.663 0.3943
F -0.971503 -3.655330 -0.476429 -0.533 3.203 0.650 -0.2897
F -0.356170 -2.158702 1.117245 -1.274 -0.163 -2.325 -0.3221
C -2.595587 -1.922795 0.241363 -2.338 -1.408 1.530 0.9217
F -3.169678 -3.087952 0.815071 1.176 2.296 -1.155 -0.3210
F -3.388497 -1.612762 -0.848508 2.030 -0.170 2.397 -0.2821
F -2.675761 -0.955471 1.265518 0.320 -1.742 -2.877 -0.3051
H 3.374863 -1.196372 -1.083411 0.587 1.328 0.950 0.2246
H 3.864549 0.544501 -0.526201 -0.100 -1.394 0.446 0.2167
H 4.676707 -1.003598 0.172943 -1.254 0.840 -0.406 0.2284
H 2.208029 -1.756711 0.888088 0.174 1.368 -0.060 0.1774
H 3.142096 -0.599083 1.932131 -0.991 -0.120 -1.536 0.2320
H 0.854367 0.170301 1.686538 0.721 0.275 -0.430 0.3945
H 1.797444 0.874009 -1.609803 -0.332 -0.692 -0.211 -0.1345
H -0.823640 2.146650 -1.759089 0.428 0.092 1.586 0.2406
H 0.182409 3.076061 -0.487211 -0.528 -1.578 -0.406 0.2495
H -2.169839 3.077969 0.335316 1.113 -2.072 0.640 0.2597
H -2.383645 1.304068 -0.033729 0.973 0.904 0.985 0.2121
H -1.267168 1.818188 1.426408 -0.476 0.147 -1.279 0.2035
C 1.958822 -5.611407 4.526256 -0.028 -0.033 0.069 -0.6135
C 1.297539 -5.305589 3.186428 -0.100 -0.120 0.322 -0.3827
C 2.272088 -4.722649 2.160269 0.032 0.694 0.376 -0.5060
C 2.841891 -3.434074 2.671008 0.917 1.514 0.523 0.3063
N 3.283919 -2.424453 3.070516 -0.987 -2.910 -0.500 -0.3647
H 2.348233 -4.706496 4.999066 0.021 -0.046 -0.083 0.2170
H 1.234405 -6.051255 5.215417 0.075 -0.007 -0.056 0.2177
H 2.784472 -6.318511 4.403659 -0.047 0.055 0.037 0.2035
H 0.470727 -4.607496 3.349900 0.059 -0.035 -0.140 0.2098
H 0.865878 -6.226319 2.784283 0.040 0.118 -0.106 0.2119
H 1.755270 -4.533599 1.215640 0.139 0.109 0.025 0.2554
H 3.089097 -5.422056 1.965411 0.021 0.150 0.032 0.2454
C -3.266508 6.659347 -3.469903 -0.032 0.076 -0.011 -0.6136
C -1.860458 6.102406 -3.273257 -0.158 0.323 -0.026 -0.3824
C -1.830127 4.573845 -3.199107 -0.357 0.018 0.694 -0.5047
C -2.653997 4.101888 -2.039286 -1.063 -0.818 1.282 0.3106
N -3.298963 3.732527 -1.131830 1.154 1.385 -2.742 -0.3642
H -3.919198 6.411149 -2.629454 0.048 -0.053 -0.066 0.2178
H -3.236051 7.748560 -3.546102 -0.011 -0.085 -0.038 0.2181
H -3.719194 6.266841 -4.385103 0.005 0.037 0.074 0.2047
H -1.435844 6.526003 -2.357910 0.052 -0.118 -0.078 0.2088
H -1.228269 6.431169 -4.102801 0.039 -0.136 0.074 0.2113
H -0.802932 4.223701 -3.071782 -0.137 -0.096 0.058 0.2496
H -2.225536 4.136512 -4.119542 -0.049 -0.046 0.142 0.2481

---

Copy entry 1 word for word.
10
Properties=species:S:1:pos:R:3:forces:R:3:nbo_charge:R:1 method="wB97M-V/def2-TZVPD" gap_ev="5.85 / 6.50" multiplicity=3 e_homo_ev="-5.17 / -9.17" e_tot_ev=-26320.24911 relative_energy_kj_mol=178.3
C 0.343491 1.858815 -0.367211 -0.335 0.791 -0.515 -0.7814
N -1.755393 -1.859871 0.340023 -0.670 0.836 0.563 -0.8346
O 0.797309 -2.025284 0.083431 -0.782 -0.810 0.498 -0.8768
S -0.524636 -1.103183 -0.238225 -0.986 -4.007 -4.339 0.9559
S 0.037573 0.609082 0.960804 0.777 4.561 3.032 -0.0286
H -0.556420 2.606168 -0.675016 2.115 -1.874 1.185 0.2404
H 0.695595 1.359752 -1.318372 -0.268 0.566 0.971 0.2092
H 1.215792 2.405824 0.154775 -1.445 -0.503 -1.228 0.2500
H -1.811219 -2.320746 1.245132 0.564 -0.181 -0.042 0.3782
H 1.557908 -1.530556 -0.185340 1.029 0.621 -0.125 0.4877

---

Copy entry 1 word for word.
10
Properties=species:S:1:pos:R:3:forces:R:3:nbo_charge:R:1 method="wB97M-V/def2-TZVPD" gap_ev="5.85 / 6.50" multiplicity=3 e_homo_ev="-5.17 / -9.17" e_tot_ev=-26320.24911 relative_energy_kj_mol=178.3
C 0.343491 1.858815 -0.367211 -0.335 0.791 -0.515 -0.7814
N -1.755393 -1.859871 0.340023 -0.670 0.836 0.563 -0.8346
O 0.797309 -2.025284 0.083431 -0.782 -0.810 0.498 -0.8768
S -0.524636 -1.103183 -0.238225 -0.986 -4.007 -4.339 0.9559
S 0.037573 0.609082 0.960804 0.777 4.561 3.032 -0.0286
H -0.556420 2.606168 -0.675016 2.115 -1.874 1.185 0.2404
H 0.695595 1.359752 -1.318372 -0.268 0.566 0.971 0.2092
H 1.215792 2.405824 0.154775 -1.445 -0.503 -1.228 0.2500
H -1.811219 -2.320746 1.245132 0.564 -0.181 -0.042 0.3782
H 1.557908 -1.530556 -0.185340 1.029 0.621 -0.125 0.4877